(1)
{"formula": "C5H15N3", "method": "the ωB97M-V functional and the def2-TZVPD basis", "charge": 0, "spin_multiplicity": 1, "elements": ["C", "C", "C", "N", "H", "H", "H", "H", "H", "H", "H", "H", "H", "C", "C", "N", "N", "H", "H", "H", "H", "H", "H"], "coordinates": [[-1.02653, 0.21304, -1.16080], [2.32520, 0.08362, -2.12056], [-1.03944, 1.59871, -0.59418], [1.39077, -0.54609, -1.20925], [1.38470, -1.55783, -1.22962], [-0.44781, 0.10253, -2.06734], [-1.99964, -0.19764, -1.40108], [2.08720, -0.18188, -3.15675], [2.23374, 1.16735, -2.02639], [3.37468, -0.17735, -1.93304], [-0.99456, 2.33732, -1.39290], [-0.17228, 1.75524, 0.05013], [-1.93106, 1.76879, 0.01082], [-1.14495, -0.84090, 2.80481], [-0.39832, -0.57938, 1.50376], [0.74967, 0.02675, 1.46958], [-1.01949, -0.93873, 0.36358], [1.14882, 0.15432, 2.39291], [1.47216, -0.24191, -0.22667], [-1.97555, -1.24780, 0.52834], [-1.88385, -0.05332, 2.96570], [-1.66922, -1.79676, 2.77412], [-0.46422, -0.84809, 3.65485]], "mulliken_charge": [-0.201, -0.875, -0.961, -0.449, 0.173, 0.250, 0.349, 0.297, 0.276, 0.315, 0.345, 0.295, 0.311, -1.328, 0.796, -0.694, -0.556, 0.129, 0.269, 0.243, 0.266, 0.361, 0.390]}

=====

(2)
{"formula": "C5H15N3", "method": "the ωB97M-V functional and the def2-TZVPD basis", "smiles": "CN[C@H](CN)CCN", "charge": 0, "spin_multiplicity": 1, "elements": ["C", "N", "C", "C", "C", "N", "C", "N", "H", "H", "H", "H", "H", "H", "H", "H", "H", "H", "H", "H", "H", "H", "H"], "coordinates": [[-1.74787, 0.66861, 1.42109], [-1.09188, -0.53719, 0.90584], [-0.15027, -0.35272, -0.21086], [1.31674, -0.33602, 0.29385], [1.77819, 1.00255, 0.79749], [2.07890, 1.99628, -0.26976], [-0.36314, -1.48208, -1.23145], [-1.58468, -1.26849, -2.02185], [-1.14671, 1.56552, 1.28032], [-1.83935, 0.57927, 2.50666], [-2.71544, 0.83676, 0.93939], [-1.80235, -1.18947, 0.63138], [-0.35287, 0.60755, -0.70287], [1.34336, -1.03947, 1.12973], [1.93118, -0.72770, -0.51968], [1.02128, 1.49569, 1.40680], [2.67430, 0.95274, 1.41345], [3.05638, 1.98112, -0.49183], [1.64870, 1.71691, -1.14665], [-0.34652, -2.41998, -0.66578], [0.53212, -1.51712, -1.85739], [-2.06131, -0.44784, -1.65852], [-2.17875, -2.08493, -1.94936]], "mulliken_charge": [-0.910, -0.366, 0.256, -0.869, -0.537, -0.645, -0.820, -0.594, 0.337, 0.294, 0.295, 0.287, 0.269, 0.396, 0.341, 0.177, 0.387, 0.249, 0.222, 0.332, 0.373, 0.264, 0.264]}

=====

The relative energies come out as (1) 40.1; (2) 0.0, with values in kcal/mol.

=====

(1)
{"formula": "C5H15N3", "method": "the ωB97M-V functional and the def2-TZVPD basis", "smiles": "C[C@H](CCN)NCN", "charge": 0, "spin_multiplicity": 1, "elements": ["C", "C", "C", "C", "N", "N", "C", "N", "H", "H", "H", "H", "H", "H", "H", "H", "H", "H", "H", "H", "H", "H", "H"], "coordinates": [[-1.97530, 1.07465, 0.25876], [-0.93810, 0.00325, 0.70262], [0.19429, 0.64779, 1.63681], [0.93952, 1.71221, 0.87851], [2.15300, 1.19566, 0.14132], [-0.17514, -0.53380, -0.49140], [-0.33614, -1.96234, -0.78413], [0.18469, -2.28855, -2.07855], [-2.69305, 0.54971, -0.41217], [-2.60823, 1.34717, 1.13484], [-1.61124, 2.05665, -0.07443], [-1.38101, -0.84554, 1.25740], [0.82707, -0.15152, 2.11810], [-0.41014, 1.12642, 2.38177], [1.53267, 2.22985, 1.66338], [0.41189, 2.54446, 0.35439], [1.99836, 0.37830, -0.42046], [2.45276, 2.04826, -0.30335], [-0.41296, 0.15883, -1.18064], [-1.34722, -2.34625, -0.65042], [0.14894, -2.50171, 0.03330], [-0.31851, -2.16725, -2.93547], [1.09026, -1.80945, -2.14560]], "mulliken_charge": [-1.371, -0.072, -0.683, -0.521, -0.599, -0.319, -0.530, -0.582, 0.392, 0.393, 0.273, 0.376, 0.331, 0.360, 0.331, 0.276, 0.276, 0.216, 0.304, 0.375, 0.282, 0.225, 0.267]}

=====

(2)
{"formula": "C5H15N3", "method": "the ωB97M-V functional and the def2-TZVPD basis", "smiles": "C=NCC.NCCN", "charge": 0, "spin_multiplicity": 1, "elements": ["N", "C", "C", "N", "H", "H", "H", "H", "H", "H", "H", "H", "C", "C", "C", "N", "H", "H", "H", "H", "H", "H", "H"], "coordinates": [[2.07087, -2.33199, 0.07578], [1.91591, -1.04901, 0.76244], [2.09680, 0.09433, -0.22641], [1.77778, 1.37229, 0.39294], [1.23873, -2.55336, -0.45956], [2.20891, -3.07386, 0.74967], [2.69055, -0.98125, 1.52624], [0.95272, -0.94367, 1.26907], [3.13468, 0.09809, -0.55721], [1.49226, -0.13261, -1.11371], [2.27263, 2.13151, -0.05606], [0.78888, 1.57185, 0.30150], [-2.79067, 0.16538, 1.24989], [-2.10013, -0.21130, -0.04867], [-1.72182, 1.26539, -1.79141], [-1.43327, 0.96559, -0.60571], [-3.31563, -0.68763, 1.68314], [-2.09752, 0.52313, 2.01069], [-3.52755, 0.94021, 1.05122], [-2.85425, -0.58106, -0.75164], [-1.34356, -0.98122, 0.10574], [-2.42920, 0.68379, -2.39029], [-1.27172, 2.13148, -2.26415]], "mulliken_charge": [-0.626, -0.380, -0.355, -0.654, 0.226, 0.226, 0.378, 0.134, 0.393, 0.175, 0.229, 0.276, -1.289, -0.189, -0.360, -0.281, 0.353, 0.307, 0.339, 0.444, 0.151, 0.229, 0.274]}

=====

(3)
{"formula": "C5H15N3", "method": "the ωB97M-V functional and the def2-TZVPD basis", "smiles": "CNC[C@H](N)CCN", "charge": 0, "spin_multiplicity": 1, "elements": ["C", "N", "C", "C", "C", "C", "N", "N", "H", "H", "H", "H", "H", "H", "H", "H", "H", "H", "H", "H", "H", "H", "H"], "coordinates": [[-0.15730, 0.42591, 1.09766], [0.74137, -0.24648, 2.03483], [0.30019, -0.26013, 3.41387], [0.57315, 0.77594, -0.24544], [0.75478, -0.44190, -1.14167], [-0.54555, -0.94489, -1.76751], [-0.79985, -0.40650, -3.12381], [-0.23514, 1.79644, -0.96815], [-0.99247, -0.19871, 0.77884], [-0.42874, 1.39494, 1.50044], [0.89065, -1.19580, 1.70055], [-0.13446, -1.20766, 3.73862], [1.10658, 0.03980, 4.09880], [-0.42186, 0.53126, 3.63294], [1.50609, 1.33451, -0.19252], [1.15461, -1.26603, -0.54721], [1.54460, -0.21388, -1.86074], [-1.43861, -0.62448, -1.21767], [-0.66690, -2.03593, -1.77718], [0.08051, -0.29139, -3.61116], [-1.35689, -1.01811, -3.68288], [-0.41485, 2.60908, -0.41565], [-1.05993, 1.44398, -1.44494]], "mulliken_charge": [-0.601, -0.331, -0.864, 0.102, -0.555, -0.717, -0.527, -0.596, 0.101, 0.407, 0.245, 0.286, 0.287, 0.318, 0.271, 0.188, 0.445, 0.303, 0.365, 0.204, 0.212, 0.228, 0.226]}

=====

The relative energies come out as (1) 14.8; (2) 0.0; (3) 1.6, with values in kcal/mol.

=====

(1)
{"formula": "C5H15N3", "method": "the ωB97M-V functional and the def2-TZVPD basis", "smiles": "CN[C@@H](C)CNCN", "charge": 0, "spin_multiplicity": 1, "elements": ["C", "N", "C", "N", "C", "C", "N", "C", "H", "H", "H", "H", "H", "H", "H", "H", "H", "H", "H", "H", "H", "H", "H"], "coordinates": [[-0.08915, -1.49756, 0.27003], [0.90684, -1.58674, -0.79843], [2.23518, -1.06756, -0.42097], [2.55651, 0.31022, -0.75070], [-0.65672, -0.09011, 0.65425], [-2.15018, -0.23775, 1.01138], [-0.40032, 0.88664, -0.40232], [-0.86678, 2.25205, -0.12305], [-0.93492, -2.13555, 0.03011], [0.43821, -1.85674, 1.16039], [0.55243, -1.00714, -1.54608], [2.96910, -1.73768, -0.84396], [2.33002, -1.19652, 0.64656], [3.00304, 0.36001, -1.63842], [1.69583, 0.85315, -0.78526], [-0.17327, 0.24719, 1.55032], [-2.32476, -1.20577, 1.49525], [-2.45469, 0.51799, 1.73607], [-2.82424, -0.17761, 0.15346], [-0.88621, 0.55425, -1.22206], [-1.23032, 2.68580, -1.06006], [-0.04454, 2.83011, 0.25392], [-1.65103, 2.29931, 0.62956]], "mulliken_charge": [-1.153, -0.440, -0.539, -0.639, 0.634, -1.582, -0.360, -0.937, 0.446, 0.360, 0.280, 0.400, 0.298, 0.246, 0.334, 0.305, 0.442, 0.438, 0.331, 0.223, 0.346, 0.269, 0.298]}

=====

(2)
{"formula": "C5H15N3", "method": "the ωB97M-V functional and the def2-TZVPD basis", "smiles": "CNC[C@H](N)CCN", "charge": 0, "spin_multiplicity": 1, "elements": ["C", "N", "C", "C", "C", "C", "N", "N", "H", "H", "H", "H", "H", "H", "H", "H", "H", "H", "H", "H", "H", "H", "H"], "coordinates": [[0.22013, 0.38387, 1.34031], [-0.97264, -0.34915, 1.80252], [-1.68177, 0.58750, 2.67070], [0.64950, -0.69618, 0.23305], [-0.25123, -0.66437, -0.99109], [-0.22772, 0.65443, -1.78487], [0.24147, 0.55360, -3.14671], [2.10472, -0.67017, -0.07970], [0.11519, 1.38779, 1.05195], [0.76972, 0.29208, 2.25177], [-1.57079, -0.52200, 1.00113], [-2.36833, -0.16474, 3.16332], [-1.02533, 1.05063, 3.34606], [-2.11379, 1.42787, 2.03995], [0.61626, -1.69812, 0.64767], [-1.30558, -0.98663, -0.69341], [0.15747, -1.43607, -1.66688], [0.41111, 1.46670, -1.33904], [-1.20250, 1.14208, -1.72497], [1.09456, -0.01947, -3.28843], [-0.57912, 0.29164, -3.64984], [2.74125, -0.57078, 0.77394], [2.39160, 0.00757, -0.75455]], "mulliken_charge": [-0.702, -0.342, -0.970, 0.136, -0.677, -0.776, -0.599, -0.684, 0.294, 0.531, 0.182, 0.361, 0.360, 0.265, 0.199, 0.419, 0.394, 0.326, 0.332, 0.256, 0.234, 0.258, 0.201]}

=====

The relative energies come out as (1) 0.0; (2) 28.5, with values in kcal/mol.

=====

(1)
{"formula": "C5H13N2", "method": "the ωB97M-V functional and the def2-TZVPD basis", "charge": 1, "spin_multiplicity": 1, "elements": ["C", "C", "C", "C", "C", "N", "N", "H", "H", "H", "H", "H", "H", "H", "H", "H", "H", "H", "H", "H"], "coordinates": [[-0.18069, -1.72093, -0.68072], [-1.29630, -0.78105, -0.71726], [0.23801, 0.56644, 0.64207], [-0.38548, -0.70099, 0.48231], [-1.28838, 0.24889, -1.85533], [-0.22513, 1.47576, 1.49948], [2.01000, 0.40168, 1.11416], [-0.26937, -2.70779, -0.27705], [0.60719, -1.59244, -1.53210], [-2.35617, -1.00024, -0.39509], [0.47785, 0.97716, -0.25652], [-0.68245, -1.20963, 1.34733], [-0.21095, 0.48801, -2.14067], [-1.81686, 1.16788, -1.54317], [-1.78235, -0.47698, -2.55960], [0.23665, 2.32094, 1.46447], [-0.64244, 1.23886, 2.46914], [2.35138, 0.98691, 0.32213], [2.26403, -0.60112, 1.08574], [2.27199, 0.96683, 1.88785]], "mulliken_charge": [-0.635, -0.015, 0.010, -0.629, -1.250, -0.423, -0.551, 0.326, 0.224, 0.421, 0.445, 0.639, 0.308, 0.314, 0.367, 0.237, 0.275, 0.342, 0.311, 0.284]}

=====

(2)
{"formula": "C5H13N2", "method": "the ωB97M-V functional and the def2-TZVPD basis", "smiles": "CCCCNC=[NH2+]", "charge": 1, "spin_multiplicity": 1, "elements": ["C", "C", "C", "C", "N", "C", "N", "H", "H", "H", "H", "H", "H", "H", "H", "H", "H", "H", "H", "H"], "coordinates": [[-2.68995, -0.93034, -0.24392], [-1.80797, 0.15484, 0.37669], [-0.45568, 0.31918, -0.28000], [0.49371, -0.83112, 0.09615], [1.77402, -0.29795, 0.71806], [2.66111, 0.47809, 0.15672], [2.47246, 1.46553, -0.71335], [-2.87591, -0.78991, -1.30720], [-2.37536, -1.96847, -0.09110], [-3.68934, -0.88646, 0.19571], [-2.36919, 1.08243, 0.24306], [-1.85575, -0.01983, 1.45161], [-0.04840, 1.25738, 0.09925], [-0.56628, 0.43007, -1.36185], [0.00881, -1.39537, 0.88290], [0.94090, -1.53660, -0.59454], [2.20736, -0.89386, 1.41799], [3.61161, 0.53211, 0.66461], [1.58043, 1.51511, -1.18077], [2.98342, 2.31515, -0.53003]], "mulliken_charge": [-1.203, -0.844, -0.523, -0.582, -0.141, 0.089, -0.327, 0.334, 0.332, 0.374, 0.319, 0.364, 0.552, 0.374, 0.437, 0.289, 0.271, 0.386, 0.235, 0.263]}

=====

(3)
{"formula": "C5H13N2", "method": "the ωB97M-V functional and the def2-TZVPD basis", "charge": 1, "spin_multiplicity": 1, "elements": ["C", "C", "N", "C", "H", "H", "H", "H", "H", "H", "H", "C", "C", "N", "H", "H", "H", "H", "H", "H"], "coordinates": [[-0.47611, -1.41708, -1.67210], [0.41594, -0.49180, -1.32087], [0.12062, 0.82331, -0.99980], [1.19151, 1.82040, -1.05047], [-1.49959, -1.14478, -1.91809], [-0.17573, -2.41192, -1.95889], [1.46932, -0.74501, -1.27163], [-0.70955, 1.15327, -1.47392], [0.74068, 2.80648, -0.98595], [1.87737, 1.70804, -0.21297], [1.76838, 1.78810, -1.97515], [0.52524, -0.48667, 2.02869], [-1.76905, -0.10982, 1.33685], [-0.76672, -0.86925, 1.45387], [1.28782, -0.61569, 1.27197], [0.68833, -1.06849, 2.93063], [0.48284, 0.56176, 2.32244], [-1.77579, 0.86786, 1.79662], [-2.66052, -0.46058, 0.83487], [-0.73501, -1.70813, 0.86392]], "mulliken_charge": [-1.115, -0.046, -0.077, -0.990, 0.284, 0.299, 0.411, 0.295, 0.333, 0.297, 0.354, -0.728, -0.178, 0.043, 0.261, 0.317, 0.314, 0.277, 0.314, 0.335]}

=====

The relative energies come out as (1) 43.5; (2) 0.0; (3) 29.5, with values in kcal/mol.